Here is the molecule C22H23NO6 from the Open Molecules 2025 dataset. Energies are from ωB97M-V/def2-TZVPD.

Element x y z (Å)
C (-7.122, 0.269, 0.915)
C (-6.348, -0.747, 0.079)
H (-6.240, -0.403, -0.956)
H (-6.880, -1.702, 0.070)
O (-5.084, -1.058, 0.637)
C (-4.054, -0.190, 0.516)
C (-2.884, -0.551, 1.195)
C (-1.753, 0.225, 1.116)
C (-1.753, 1.399, 0.361)
C (-2.929, 1.777, -0.282)
C (-4.064, 0.994, -0.219)
H (-4.946, 1.315, -0.750)
H (-2.940, 2.691, -0.856)
C (-0.563, 2.237, 0.202)
C (0.707, 1.750, 0.034)
C (1.793, 2.627, -0.307)
O (1.754, 3.855, -0.340)
C (2.970, 1.745, -0.673)
O (4.090, 2.078, -0.995)
N (2.517, 0.469, -0.606)
C (3.385, -0.659, -0.794)
H (2.911, -1.391, -1.456)
H (4.288, -0.265, -1.267)
C (3.748, -1.338, 0.551)
H (2.918, -1.974, 0.876)
C (5.075, -2.098, 0.441)
H (5.110, -2.882, 1.198)
H (5.209, -2.548, -0.540)
C (6.107, -1.005, 0.747)
H (6.549, -0.613, -0.168)
C (5.287, 0.091, 1.457)
H (5.636, 0.295, 2.471)
O (3.955, -0.391, 1.570)
H (5.299, 1.024, 0.883)
H (6.909, -1.379, 1.380)
C (1.175, 0.323, -0.065)
C (0.301, -0.517, -0.945)
C (-0.079, -1.825, -0.852)
C (-0.923, -2.070, -1.962)
C (-0.988, -0.896, -2.644)
O (-0.250, 0.047, -2.039)
H (-1.503, -0.614, -3.540)
H (-1.410, -2.991, -2.210)
H (0.200, -2.522, -0.089)
H (1.249, -0.159, 0.920)
O (-0.789, 3.541, 0.146)
H (0.076, 4.006, -0.033)
H (-0.875, -0.058, 1.674)
H (-2.897, -1.456, 1.781)
H (-6.595, 1.218, 0.962)
H (-8.103, 0.431, 0.476)
H (-7.245, -0.106, 1.927)

**Highest occupied orbital energy**: -8.551 eV
**SMILES string**: CCOc1ccc(/C(O)=C2/C(=O)C(=O)N(C[C@H]3CCCO3)[C@@H]2c2ccco2)cc1
**Multiplicity**: 1
**Charge**: 0
**Orbital gap**: 0.306 hartree

Here is a structure of composition C22H24AsNNaO3PS3 from the Open Molecules 2025 dataset. Energies are from ωB97M-V/def2-TZVPD.

Element x y z (Å)
Na (2.651, -0.872, 0.490)
C (3.608, 4.448, 4.394)
C (4.159, 3.469, 3.383)
O (3.529, 2.197, 3.590)
P (2.675, 1.523, 2.405)
S (2.015, -0.232, 3.045)
S (3.629, 1.600, 0.671)
O (1.460, 2.589, 2.397)
C (0.399, 2.418, 1.447)
C (-0.375, 3.711, 1.391)
H (4.097, 5.421, 4.289)
H (3.770, 4.089, 5.411)
H (2.536, 4.578, 4.244)
H (5.233, 3.321, 3.507)
H (3.992, 3.814, 2.363)
H (-0.226, 1.583, 1.772)
H (0.822, 2.165, 0.471)
H (-0.771, 3.970, 2.374)
H (-1.217, 3.618, 0.701)
H (0.265, 4.526, 1.050)
S (2.523, -1.184, -3.102)
C (0.863, -1.190, -3.681)
C (0.654, -1.184, -5.061)
C (-0.625, -1.180, -5.595)
C (-1.726, -1.215, -4.752)
C (-1.531, -1.222, -3.379)
C (-0.252, -1.197, -2.825)
As (-0.008, -1.000, -0.896)
C (-1.752, -0.160, -0.489)
C (-1.842, 1.202, -0.777)
C (-3.009, 1.912, -0.534)
C (-4.111, 1.267, 0.016)
C (-4.032, -0.086, 0.312)
C (-2.862, -0.798, 0.057)
C (-0.459, -2.779, -0.207)
C (-0.737, -3.866, -1.029)
C (-1.036, -5.101, -0.470)
C (-1.051, -5.262, 0.913)
C (-0.760, -4.183, 1.734)
C (-0.464, -2.943, 1.174)
H (1.516, -1.195, -5.717)
H (-0.760, -1.168, -6.670)
H (-2.731, -1.232, -5.157)
H (-2.394, -1.228, -2.725)
H (-0.990, 1.721, -1.203)
H (-3.056, 2.969, -0.769)
H (-5.022, 1.819, 0.214)
H (-4.885, -0.596, 0.742)
H (-2.824, -1.854, 0.292)
H (-0.703, -3.749, -2.104)
H (-1.250, -5.944, -1.117)
H (-1.277, -6.229, 1.345)
H (-0.752, -4.300, 2.811)
H (-0.232, -2.105, 1.824)
O (3.124, -2.313, -0.845)
N (2.205, -2.359, -1.725)

**Highest occupied orbital energy (spin up / spin down)**: -3.654 / -4.680 eV
**Multiplicity**: 2
**Charge**: -1
**Orbital gap (spin up / spin down)**: 0.222 / 0.260 hartree

Here is a structure of composition C22H24AuN4OP2 from the Open Molecules 2025 dataset. Energies are from ωB97M-V/def2-TZVPD.

Element x y z (Å)
C (2.195, 2.252, -4.147)
C (1.068, 2.171, -3.335)
C (0.109, 1.150, -3.586)
C (0.362, 0.166, -4.595)
C (1.554, 0.251, -5.358)
C (2.442, 1.299, -5.149)
C (-0.563, -0.894, -4.694)
C (-1.866, -0.747, -4.175)
C (-2.048, 0.266, -3.174)
C (-3.270, 0.321, -2.448)
C (-4.274, -0.600, -2.735)
C (-4.091, -1.589, -3.709)
C (-2.913, -1.668, -4.425)
H (2.900, 3.070, -3.986)
H (1.736, -0.510, -6.117)
H (3.341, 1.388, -5.758)
H (-0.367, -1.697, -5.420)
H (-5.209, -0.541, -2.174)
H (-4.892, -2.309, -3.889)
H (-2.748, -2.447, -5.181)
N (-0.972, 1.007, -2.753)
Au (-0.185, 0.396, -0.478)
C (0.872, 3.121, -2.167)
H (-0.164, 3.485, -2.138)
H (1.560, 3.975, -2.238)
C (-3.394, 1.307, -1.300)
H (-3.010, 2.295, -1.595)
H (-4.441, 1.402, -0.976)
P (1.175, 2.301, -0.556)
P (-2.405, 0.786, 0.160)
C (-3.268, -0.660, 0.825)
H (-2.728, -0.986, 1.727)
H (-4.305, -0.397, 1.092)
H (-3.263, -1.479, 0.091)
C (-2.583, 2.107, 1.375)
H (-3.616, 2.136, 1.748)
H (-1.894, 1.912, 2.205)
H (-2.330, 3.071, 0.918)
C (2.931, 1.869, -0.538)
H (3.554, 2.774, -0.598)
H (3.140, 1.338, 0.401)
H (3.164, 1.207, -1.384)
C (0.919, 3.569, 0.693)
H (0.855, 3.078, 1.670)
H (1.762, 4.271, 0.685)
H (-0.014, 4.112, 0.497)
C (-0.442, -1.440, -1.745)
O (-1.167, -2.288, -1.301)
H (-0.036, -1.550, -2.858)
N (0.383, 0.746, 1.789)
C (0.728, 0.202, 2.783)
N (0.953, -0.245, 3.958)
C (1.849, -1.118, 4.327)
N (2.623, -1.898, 4.767)

**Highest occupied orbital energy (spin up / spin down)**: -10.532 / -10.311 eV
**Multiplicity**: 3
**Charge**: +1
**Orbital gap (spin up / spin down)**: 0.218 / 0.144 hartree

Here is a structure of composition C22H24BaN6O2 from the Open Molecules 2025 dataset. Energies are from ωB97M-V/def2-TZVPD.

Element x y z (Å)
Ba (0.201, -2.063, -0.396)
C (-4.701, 3.602, -2.159)
C (-3.478, 2.871, -1.673)
C (-2.192, 3.347, -1.931)
C (-1.068, 2.663, -1.518)
C (-1.142, 1.447, -0.807)
N (-0.028, 0.712, -0.468)
C (1.046, 1.360, 0.078)
C (0.936, 2.484, 0.931)
C (2.021, 3.010, 1.602)
C (3.303, 2.467, 1.479)
C (4.472, 3.026, 2.245)
C (3.445, 1.388, 0.623)
C (2.360, 0.863, -0.065)
N (2.600, -0.228, -0.965)
C (2.390, -0.222, -2.296)
C (2.730, -1.470, -2.772)
C (3.153, -2.173, -1.630)
N (3.061, -1.427, -0.533)
C (-2.447, 1.003, -0.530)
C (-3.576, 1.688, -0.961)
N (-2.661, -0.153, 0.293)
C (-3.023, -0.150, 1.589)
C (-3.175, -1.460, 1.985)
C (-2.883, -2.203, 0.831)
N (-2.576, -1.408, -0.192)
H (-4.642, 4.667, -1.932)
H (-5.603, 3.207, -1.693)
H (-4.817, 3.505, -3.241)
H (-2.070, 4.275, -2.479)
H (-0.083, 3.054, -1.743)
H (-0.047, 2.919, 1.070)
H (1.867, 3.864, 2.253)
H (4.504, 4.115, 2.178)
H (5.413, 2.638, 1.857)
H (4.418, 2.766, 3.304)
H (4.420, 0.941, 0.471)
H (2.013, 0.655, -2.795)
H (2.692, -1.813, -3.791)
H (3.484, -3.197, -1.553)
H (-4.552, 1.281, -0.719)
H (-3.151, 0.776, 2.126)
H (-3.465, -1.823, 2.955)
H (-2.867, -3.274, 0.700)
C (0.080, -6.997, 0.137)
O (0.511, -6.078, -0.878)
C (0.358, -4.759, -0.627)
O (-0.140, -4.460, 0.487)
H (0.301, -7.989, -0.247)
H (-0.988, -6.895, 0.327)
H (0.614, -6.824, 1.071)
N (0.700, -1.027, 2.264)
H (0.727, -0.024, 2.095)
H (1.584, -1.278, 2.693)
H (-0.029, -1.200, 2.948)

**Highest occupied orbital energy**: -6.838 eV
**Multiplicity**: 1
**Charge**: 0
**Orbital gap**: 0.264 hartree

Here is a structure of composition C22H24FI2N3OReSi from the Open Molecules 2025 dataset. Energies are from ωB97M-V/def2-TZVPD.

Element x y z (Å)
Re (0.208, -0.099, -0.347)
I (-2.406, -6.535, 3.296)
C (-2.016, -4.663, 2.432)
C (-3.049, -3.745, 2.262)
C (-2.777, -2.522, 1.698)
I (-4.283, -1.098, 1.351)
C (-1.462, -2.146, 1.288)
O (-1.266, -0.993, 0.781)
C (-0.429, -3.118, 1.465)
C (0.984, -2.732, 1.115)
N (1.118, -2.150, -0.245)
C (0.612, -3.059, -1.306)
C (-0.548, -2.442, -2.045)
C (-1.364, -3.173, -2.893)
C (-2.435, -2.550, -3.514)
C (-2.655, -1.200, -3.271)
C (-1.794, -0.533, -2.424)
N (-0.759, -1.131, -1.823)
C (-0.716, -4.343, 2.025)
H (-4.054, -3.984, 2.573)
H (1.629, -3.610, 1.208)
H (1.336, -1.977, 1.827)
H (2.124, -2.019, -0.404)
H (0.291, -4.003, -0.853)
H (1.412, -3.280, -2.020)
H (-1.167, -4.220, -3.059)
H (-3.096, -3.103, -4.161)
H (-3.486, -0.680, -3.717)
H (-1.941, 0.516, -2.199)
H (0.068, -5.071, 2.173)
C (3.674, 1.819, -3.679)
Si (2.564, 0.640, -2.681)
C (1.295, -0.061, -3.925)
C (3.843, -0.587, -1.936)
N (1.537, 1.135, -1.263)
C (1.640, 2.374, -0.703)
C (2.399, 3.450, -1.208)
C (2.470, 4.656, -0.543)
C (1.776, 4.880, 0.639)
C (0.970, 3.871, 1.158)
C (0.942, 2.678, 0.487)
F (0.180, 1.606, 0.991)
H (4.121, 1.226, -4.475)
H (4.499, 2.223, -3.096)
H (3.145, 2.636, -4.162)
H (1.746, -0.043, -4.910)
H (0.407, 0.563, -3.966)
H (0.990, -1.083, -3.729)
H (4.525, -0.893, -2.724)
H (3.430, -1.495, -1.507)
H (4.442, -0.100, -1.170)
H (2.923, 3.332, -2.134)
H (3.087, 5.439, -0.954)
H (1.856, 5.822, 1.155)
H (0.395, 4.010, 2.059)

**Highest occupied orbital energy (spin up / spin down)**: -12.956 / -12.960 eV
**Multiplicity**: 2
**Charge**: +2
**Orbital gap (spin up / spin down)**: 0.156 / 0.180 hartree

Here is the ion C22H24FN4 with charge +1 from the Open Molecules 2025 dataset. Energies are from ωB97M-V/def2-TZVPD.

Element x y z (Å)
C (3.977, -2.844, -0.490)
C (2.653, -2.173, -0.600)
C (1.627, -2.375, 0.310)
C (0.433, -1.614, 0.126)
N (-0.589, -1.560, 0.993)
C (-0.386, -1.546, 2.429)
H (0.675, -1.674, 2.627)
H (-0.927, -2.383, 2.880)
C (-0.843, -0.219, 3.087)
C (-1.262, 0.854, 2.122)
C (-1.161, 2.197, 2.460)
C (-1.629, 3.173, 1.600)
C (-2.195, 2.817, 0.387)
C (-2.271, 1.483, 0.029)
C (-1.812, 0.503, 0.894)
C (-1.846, -0.961, 0.546)
C (-3.045, -1.679, 1.165)
H (-3.953, -1.318, 0.689)
H (-3.127, -1.487, 2.229)
H (-2.971, -2.751, 1.000)
H (-1.889, -1.081, -0.539)
H (-2.702, 1.194, -0.919)
H (-2.581, 3.579, -0.271)
H (-1.559, 4.213, 1.877)
H (-0.729, 2.476, 3.410)
H (-1.691, -0.418, 3.748)
H (-0.039, 0.162, 3.719)
N (0.274, -0.923, -1.028)
C (1.310, -0.861, -1.810)
N (2.502, -1.359, -1.670)
N (1.133, -0.041, -3.044)
H (0.440, -0.485, -3.659)
H (2.055, -0.047, -3.503)
C (0.684, 1.318, -2.725)
C (1.492, 2.121, -1.935)
C (1.062, 3.388, -1.591)
C (-0.171, 3.824, -2.053)
C (-0.981, 3.028, -2.847)
C (-0.548, 1.757, -3.178)
H (-1.172, 1.120, -3.787)
H (-1.931, 3.403, -3.191)
F (-0.590, 5.045, -1.722)
H (1.663, 4.037, -0.976)
H (2.447, 1.758, -1.587)
C (1.776, -3.436, 1.356)
H (0.810, -3.753, 1.734)
H (2.270, -4.303, 0.919)
H (2.395, -3.102, 2.189)
H (4.379, -2.748, 0.515)
H (3.881, -3.907, -0.713)
H (4.665, -2.403, -1.205)

**Highest occupied orbital energy**: -11.470 eV
**SMILES string**: Cc1nc([NH2+]c2ccc(F)cc2)nc(N2CCc3ccccc3[C@@H]2C)c1C
**Multiplicity**: 1
**Charge**: +1
**Orbital gap**: 0.328 hartree

Here is the molecule C22H24N2O3S from the Open Molecules 2025 dataset. Energies are from ωB97M-V/def2-TZVPD.

Element x y z (Å)
C (1.863, 4.922, -2.505)
C (2.027, 4.559, -1.034)
C (0.751, 4.830, -0.237)
H (0.922, 4.643, 0.827)
H (0.441, 5.870, -0.371)
O (-0.361, 4.090, -0.711)
C (-0.364, 2.729, -0.700)
C (-1.185, 2.144, -1.658)
C (-1.347, 0.775, -1.754)
C (-0.652, -0.055, -0.894)
C (0.174, 0.513, 0.069)
C (0.314, 1.885, 0.204)
O (1.081, 2.460, 1.183)
C (1.682, 1.629, 2.145)
H (2.426, 0.961, 1.698)
H (2.179, 2.305, 2.840)
H (0.935, 1.039, 2.685)
H (0.701, -0.148, 0.739)
C (-0.786, -1.571, -0.905)
N (-1.484, -2.074, -2.069)
C (-2.826, -2.052, -2.155)
S (-3.642, -2.254, -3.572)
N (-3.504, -1.923, -0.977)
C (-2.905, -2.027, 0.260)
C (-1.554, -1.975, 0.344)
C (-0.822, -2.187, 1.596)
O (-1.270, -1.905, 2.695)
C (0.529, -2.810, 1.478)
C (0.757, -3.879, 0.614)
C (2.001, -4.480, 0.569)
C (3.028, -4.018, 1.377)
C (2.802, -2.968, 2.251)
C (1.554, -2.376, 2.312)
H (1.358, -1.572, 3.006)
H (3.597, -2.617, 2.893)
H (4.001, -4.485, 1.332)
H (2.171, -5.314, -0.097)
H (-0.049, -4.253, -0.002)
C (-3.850, -2.263, 1.387)
H (-3.311, -2.489, 2.301)
H (-4.534, -3.077, 1.147)
H (-4.437, -1.361, 1.558)
H (-4.511, -1.980, -1.040)
H (-0.986, -2.097, -2.947)
H (0.218, -2.009, -0.902)
H (-2.006, 0.376, -2.509)
H (-1.711, 2.804, -2.329)
H (2.835, 5.144, -0.590)
H (2.287, 3.503, -0.943)
H (1.037, 4.365, -2.939)
H (2.769, 4.688, -3.059)
H (1.656, 5.985, -2.613)

**Highest occupied orbital energy**: -8.129 eV
**SMILES string**: CCCOc1ccc([C@@H]2NC(=S)NC(C)=C2C(=O)c2ccccc2)cc1OC
**Multiplicity**: 1
**Charge**: 0
**Orbital gap**: 0.297 hartree

Here is the molecule C22H24N2O4 from the Open Molecules 2025 dataset. Energies are from ωB97M-V/def2-TZVPD.

Element x y z (Å)
C (2.187, 4.636, 1.078)
C (1.550, 3.259, 0.974)
H (0.834, 3.237, 0.139)
H (1.016, 3.020, 1.904)
O (2.589, 2.329, 0.752)
C (2.286, 1.010, 0.546)
C (0.993, 0.509, 0.639)
C (0.744, -0.847, 0.465)
C (1.798, -1.717, 0.208)
C (3.089, -1.235, 0.083)
C (3.349, 0.145, 0.236)
O (4.663, 0.481, 0.136)
C (5.063, 1.746, -0.359)
C (4.563, 2.007, -1.775)
H (3.480, 2.103, -1.786)
H (5.000, 2.927, -2.154)
H (4.846, 1.185, -2.428)
H (4.746, 2.550, 0.312)
H (6.155, 1.686, -0.352)
O (4.189, -1.986, -0.175)
C (4.055, -3.380, -0.373)
C (3.550, -3.732, -1.770)
H (4.211, -3.303, -2.518)
H (2.548, -3.345, -1.932)
H (3.534, -4.812, -1.890)
H (5.070, -3.767, -0.240)
H (3.412, -3.822, 0.398)
H (1.563, -2.763, 0.108)
C (-0.611, -1.450, 0.586)
O (-0.776, -2.601, 0.935)
N (-1.624, -0.594, 0.240)
C (-3.002, -0.795, 0.274)
C (-3.559, -1.928, 0.827)
C (-4.946, -2.098, 0.874)
C (-5.791, -1.146, 0.378)
C (-5.265, 0.026, -0.200)
N (-6.138, 0.935, -0.677)
C (-5.684, 2.024, -1.224)
C (-4.316, 2.313, -1.355)
C (-3.407, 1.408, -0.876)
C (-3.852, 0.216, -0.266)
H (-2.351, 1.624, -0.985)
H (-3.996, 3.229, -1.828)
H (-6.429, 2.720, -1.590)
H (-6.863, -1.255, 0.409)
H (-5.341, -3.000, 1.317)
H (-2.912, -2.691, 1.225)
H (-1.329, 0.297, -0.129)
H (0.191, 1.174, 0.919)
H (1.421, 5.385, 1.257)
H (2.712, 4.874, 0.157)
H (2.900, 4.652, 1.898)

**Highest occupied orbital energy**: -8.040 eV
**SMILES string**: CCOc1cc(C(=O)Nc2cccc3ncccc23)cc(OCC)c1OCC
**Multiplicity**: 1
**Charge**: 0
**Orbital gap**: 0.300 hartree